This record from the OMol25 dataset describes 2 unconnected molecules or ions with the total composition C19H20F3O6 at a distorted geometry. The level of theory is ωB97M-V/def2-TZVPD.

```
! RIJCOSX wB97M-V def2-TZVPD def2/J DEFGRID3
* xyz -1 1
C -1.632 0.446 -3.875
C -2.098 -0.895 -3.000
C -0.795 -1.665 -2.294
O -0.044 -2.411 -3.142
O -0.512 -1.581 -0.839
C 0.903 -1.270 -0.580
C 0.895 -0.099 0.615
C 0.338 1.270 -0.134
C -1.120 1.937 0.267
C -1.715 3.263 -0.491
C -0.779 3.924 -1.696
C 0.708 3.278 -2.106
C 1.304 1.929 -1.329
C 1.540 4.022 -3.351
O 2.867 4.171 -3.333
C 0.557 4.598 -4.576
C -0.780 5.204 -4.192
C -1.272 5.247 -2.594
O -1.966 6.254 -2.051
H -2.620 0.853 -4.404
H -0.872 0.182 -4.731
H -1.246 1.312 -3.175
H -2.885 -0.546 -2.187
H -2.640 -1.619 -3.778
H 1.393 -0.865 -1.582
H 1.553 -2.178 -0.223
H 2.000 0.097 0.946
H 0.268 -0.417 1.553
H -1.780 1.449 1.107
H -2.776 3.746 -0.249
H 2.364 1.458 -1.610
H 0.871 4.548 -5.726
H -1.469 5.605 -5.071
C 1.426 -4.915 5.177
C 0.202 -4.778 4.291
O -0.521 -3.571 4.506
C -0.052 -2.345 3.880
O 0.130 -2.522 2.575
C 1.188 -1.693 4.610
F 1.082 -1.830 5.964
F 1.252 -0.349 4.388
F 2.395 -2.202 4.266
H 1.228 -4.548 6.188
H 1.738 -5.962 5.234
H 2.270 -4.354 4.774
H -0.490 -5.582 4.567
H 0.449 -4.944 3.237
H -0.857 -1.653 4.172
*
```

Calculated values
- E (eV) = -40450.347
- LUMO level (eV) = 0.120
- HOMO (eV) = -4.23
- Kohn-Sham gap (Ha) = 0.1597

***

This record from the OMol25 dataset describes a molecular structure, C19H20N2O3OsS3 at a distorted geometry. The level of theory is ωB97M-V/def2-TZVPD.

```
! RIJCOSX wB97M-V def2-TZVPD def2/J DEFGRID3
* xyz 0 5
Os 5.277 2.955 16.480
O 6.593 3.910 17.347
C 7.755 4.333 16.874
C 8.133 5.692 16.955
C 9.404 6.033 16.633
C 10.342 5.072 16.169
C 9.892 3.765 15.916
C 8.638 3.339 16.432
C 8.188 2.011 16.216
N 6.899 1.657 16.065
N 6.500 0.457 15.599
C 5.238 0.208 15.880
O 4.580 1.144 16.601
C 4.540 -0.977 15.632
C 5.267 -2.145 15.413
C 4.534 -3.326 15.331
C 3.164 -3.380 15.656
C 2.463 -2.194 15.751
C 3.129 -0.972 15.721
H 7.387 6.417 17.302
H 9.665 7.104 16.521
H 11.380 5.320 16.262
H 10.623 3.060 15.540
H 8.896 1.186 16.103
H 6.332 -2.167 15.309
H 4.950 -4.210 14.889
H 2.723 -4.332 15.876
H 1.377 -2.152 15.856
H 2.584 -0.080 15.910
S 2.572 5.335 13.810
C 3.520 4.470 14.919
S 5.045 3.625 14.390
S 3.185 3.965 16.503
C 4.238 6.799 18.424
C 4.607 7.522 17.129
O 5.816 8.274 17.397
C 5.867 9.551 16.783
C 7.289 9.787 16.445
H 3.190 6.393 18.324
H 4.185 7.556 19.290
H 4.881 5.920 18.632
H 3.822 8.312 16.889
H 4.747 6.803 16.270
H 5.558 10.292 17.553
H 5.191 9.663 15.928
H 7.907 9.668 17.333
H 7.448 10.783 16.000
H 7.657 8.987 15.786
*
```

Calculated values
- E (eV) = -64117.788
- LUMO level (alpha / beta) (eV) = -1.218 / -3.435
- HOMO (alpha / beta) (eV) = -6.12 / -8.56
- Kohn-Sham gap (alpha / beta) (Ha) = 0.1801 / 0.1883
- ⟨S²⟩ = 6.06

***

This record from the OMol25 dataset describes C19H20N2O3S in the gas phase at a distorted geometry. The level of theory is ωB97M-V/def2-TZVPD.

```
! RIJCOSX wB97M-V def2-TZVPD def2/J DEFGRID3
* xyz 0 1
C 0.371 -2.190 3.138
H -0.029 -1.251 3.536
H -0.323 -3.004 3.373
H 1.335 -2.397 3.600
O 0.622 -2.101 1.759
C -0.412 -1.756 0.940
C -1.722 -1.580 1.341
C -2.691 -1.184 0.429
C -2.366 -0.962 -0.894
C -1.054 -1.179 -1.313
C -0.076 -1.571 -0.420
O 1.229 -1.797 -0.732
C 1.646 -1.565 -2.052
H 1.152 -2.245 -2.756
H 1.463 -0.529 -2.353
H 2.718 -1.758 -2.057
H -0.809 -1.006 -2.348
C -3.369 -0.370 -1.844
H -3.258 -0.793 -2.843
H -4.384 -0.573 -1.492
C -3.158 1.155 -1.936
N -3.222 1.808 -0.645
C -2.130 1.771 0.157
N -0.919 1.649 -0.244
C -0.024 1.636 0.790
C -0.581 1.795 2.023
S -2.300 1.950 1.912
H -0.103 1.860 2.978
C 1.388 1.440 0.492
C 1.861 1.732 -0.784
C 3.190 1.540 -1.106
C 4.071 1.039 -0.154
C 3.604 0.737 1.122
C 2.279 0.938 1.439
H 1.927 0.686 2.427
H 4.298 0.340 1.845
O 5.388 0.830 -0.428
H 5.574 1.080 -1.341
H 3.549 1.774 -2.100
H 1.170 2.117 -1.518
H -4.106 1.727 -0.162
H -3.919 1.603 -2.580
H -2.168 1.365 -2.341
H -3.705 -1.035 0.774
H -2.007 -1.726 2.371
*
```

Calculated values
- E (eV) = -39985.213
- LUMO level (eV) = 0.627
- HOMO (eV) = -7.25
- Kohn-Sham gap (Ha) = 0.2893